Entry 1:
Density functional theory data (wB97M-V/def2-TZVPD) for a structure of composition C40H45AsIrN6O2S.

Computed properties:
LUMO: -3.5003 eV
Net charge: +1
ΔE to the lowest compared entry with this formula, charge and spin: 0.000 eV
HOMO energy: -9.3 eV
Kohn-Sham gap: 0.2138 Eh

Last column: Mulliken charge in e.
Atoms and positions in Å:
Ir 0.4081 1.0153 -0.4708  0.2854
O 0.0914 4.7359 3.4482  -0.6508
C 1.1995 4.0473 3.7776  0.5277
C 1.9099 4.4852 4.8961  -0.7652
C 3.0617 3.8385 5.2879  -0.3739
C 3.5425 2.7382 4.5755  -1.1069
C 2.8512 2.3032 3.4692  -0.4909
C 1.6739 2.9411 3.0494  0.6080
C 1.0012 2.4348 1.8482  0.3340
O 1.5490 1.4747 1.2071  -0.4845
N -0.1597 3.0180 1.4949  -1.6980
N -0.6452 2.4665 0.3632  1.2172
C -1.7846 2.7567 -0.1729  -1.1650
C -2.0457 2.0748 -1.4390  1.0292
C -3.1692 2.3106 -2.2150  -1.0855
C -3.2842 1.6910 -3.4506  -0.8811
C -2.2611 0.8712 -3.8971  -1.0211
C -1.1681 0.6591 -3.0737  -0.8992
N -1.0748 1.2130 -1.8655  1.2651
H -0.3378 4.2770 2.6955  0.5771
H 1.5261 5.3368 5.4410  0.4782
H 3.5965 4.1914 6.1601  0.4008
H 4.4468 2.2353 4.8877  0.4539
H 3.2053 1.4582 2.8945  0.4992
H -2.4759 3.4623 0.2719  0.5368
H -3.9364 2.9791 -1.8489  0.6020
H -4.1593 1.8605 -4.0635  0.5143
H -2.3037 0.3827 -4.8593  0.5384
H -0.3289 0.0441 -3.3651  0.7728
C 0.1899 -5.2843 4.6684  -1.6034
C 0.0730 -4.3316 3.5140  0.5879
C -0.3077 -4.7654 2.2547  -1.3057
C -0.4190 -3.9069 1.1638  0.6630
C -0.8314 -4.5422 -0.1384  -0.9799
C -0.1229 -2.5461 1.3537  0.7375
As -0.3041 -1.2551 -0.1016  1.1474
N 1.2027 -0.8429 -0.9785  0.6022
C 2.4731 -1.3995 -0.9360  0.6263
C 3.6054 -0.5799 -0.9809  -0.2346
C 4.8754 -1.1314 -0.9978  -0.9033
C 5.0548 -2.5077 -0.9526  -0.6616
C 3.9361 -3.3256 -0.8860  -1.0082
C 2.6605 -2.7846 -0.8781  -0.0435
C -1.6681 -1.8667 -1.3284  1.7043
C -1.4346 -2.3660 -2.6149  1.0229
C -0.0677 -2.6556 -3.1809  -1.9772
C -2.5408 -2.6596 -3.4110  -1.3112
C -3.8454 -2.4752 -2.9791  0.6595
C -5.0139 -2.8152 -3.8603  -1.6787
C -4.0465 -1.9753 -1.6957  -1.2274
C -2.9790 -1.6649 -0.8667  0.6363
C -3.2508 -1.1294 0.5171  -1.9671
C 0.2558 -2.0818 2.6237  0.2705
C 0.5925 -0.6467 2.8954  -1.0272
C 0.3525 -2.9823 3.6741  -1.2009
H -0.1475 -6.2825 4.3955  0.3680
H -0.4035 -4.9413 5.5166  0.3720
H 1.2260 -5.3557 5.0030  0.3391
H -0.5240 -5.8167 2.1038  0.3962
H -0.6944 -5.6198 -0.0701  0.4958
H -0.2337 -4.1895 -0.9743  -0.2166
H -1.8782 -4.3540 -0.3807  0.3218
H 3.4836 0.4955 -0.9829  0.1740
H 5.7348 -0.4741 -1.0369  0.4275
H 6.0483 -2.9340 -0.9607  0.3894
H 4.0516 -4.4011 -0.8384  0.4243
H 1.8012 -3.4413 -0.8155  0.4038
H 0.6716 -1.9049 -2.9092  0.1106
H -0.1213 -2.7413 -4.2656  0.5210
H 0.3095 -3.6105 -2.8085  0.3955
H -2.3661 -3.0532 -4.4068  0.3704
H -4.6890 -3.0969 -4.8605  0.4016
H -5.6998 -1.9711 -3.9453  0.3657
H -5.5795 -3.6497 -3.4430  0.3353
H -5.0574 -1.8278 -1.3317  0.4286
H -4.3211 -1.0351 0.6904  0.4934
H -2.8019 -0.1412 0.6645  0.2338
H -2.8454 -1.7887 1.2888  0.2770
H -0.1592 0.0324 2.4896  0.1215
H 1.5467 -0.3826 2.4400  0.2830
H 0.6657 -0.4670 3.9667  0.4542
H 0.6514 -2.6109 4.6477  0.4570
C -0.7340 5.4260 -2.6140  -1.2412
N 0.0526 4.2075 -2.5637  -0.0625
C 1.0463 3.9712 -1.7061  0.6897
S 1.8654 2.4354 -1.7969  -0.6937
N 1.3831 4.9225 -0.8508  -0.0732
C 2.4139 4.8467 0.1803  -0.8809
H -1.4940 5.3157 -3.3817  0.3397
H -0.1168 6.2902 -2.8705  0.4120
H -1.2325 5.6068 -1.6585  0.4000
H -0.1121 3.4781 -3.2376  0.2581
H 0.8833 5.7976 -0.9041  0.2130
H 2.8963 3.8755 0.1290  0.2899
H 1.9588 4.9810 1.1604  0.2450
H 3.1530 5.6282 0.0128  0.4145

Atoms 1-3, force components in eV/Å:
-0.180 0.575 0.275
0.044 0.023 0.075
-0.049 0.038 0.001

Entry 2:
Density functional theory data (wB97M-V/def2-TZVPD) for a structure of composition C16H48AlO20SY.

Computed properties:
LUMO: -17.1922 eV
Net charge: +4
ΔE to the lowest compared entry with this formula, charge and spin: 0.000 eV
HOMO energy: -19.0 eV
Kohn-Sham gap: 0.0679 Eh

Last column: Mulliken charge in e.
Atoms and positions in Å:
Y 0.8710 3.2728 0.2414  1.6355
Al -3.9638 -0.3785 2.2132  1.0288
S -0.2764 0.4789 0.3515  1.0744
O -1.4945 0.2432 1.0719  0.0691
O -0.3917 1.5594 -0.6779  -0.6906
O 0.8723 1.1263 1.0765  -0.4308
O 0.2223 -0.7133 -0.3296  -0.2639
C 3.5429 2.9533 -1.4511  -0.6680
C 2.4738 2.6444 -2.4713  0.1469
O 1.2465 3.3990 -2.1863  -0.4512
O 2.9815 2.5555 -0.1613  -0.4354
H 3.9793 3.9502 -1.3978  0.3463
H 4.3894 2.2795 -1.5995  0.3430
H 2.1578 1.6013 -2.3728  -0.1101
H 2.8144 2.7158 -3.5037  0.5802
H 0.8355 3.7367 -3.0354  0.3205
H 3.5581 1.8554 0.2668  0.5795
C 0.1390 -4.0021 2.9788  -0.5347
C -0.4712 -2.6068 2.7275  1.0599
O -1.9048 -2.6252 2.7761  -0.2070
O -0.1304 -4.5228 4.2640  -0.4245
H 1.2098 -3.9916 2.8083  0.4044
H -0.4285 -4.6692 2.3131  0.4397
H -0.2025 -2.2058 1.7487  -1.2725
H -0.0782 -1.8243 3.3882  0.0317
H -2.1441 -3.4010 3.2930  0.2282
H -1.0581 -4.4286 4.5127  0.3320
C -2.2792 4.9960 -3.2224  -0.5482
C -1.6768 3.6642 -3.6401  0.3865
O -0.3765 3.8109 -4.2401  -0.5815
O -2.8315 5.8309 -4.2086  -0.4711
H -1.5431 5.6117 -2.6781  0.2704
H -3.0667 4.8388 -2.4822  0.3456
H -2.3247 3.0890 -4.3039  0.2490
H -1.5886 3.0562 -2.7355  -0.3104
H -0.3736 4.5563 -4.8541  0.3310
H -2.2722 5.9199 -4.9890  0.3245
C 3.2493 0.4030 3.1836  -0.3291
C 4.5226 0.4942 2.3619  -0.5172
O 4.3012 1.0386 1.0632  -0.4855
O 2.2812 -0.4609 2.6227  -0.3946
H 2.8306 1.4027 3.3681  0.1572
H 3.4553 0.0047 4.1817  0.4736
H 4.9284 -0.5183 2.2434  0.3029
H 5.2744 1.0701 2.9013  0.4606
H 3.7695 0.3493 0.6123  0.1107
H 1.6575 0.0854 2.1001  0.1337
C -3.8139 -3.4304 -0.1414  -0.3525
C -3.8592 -2.3554 -1.1612  -0.3639
O -3.2891 -1.1453 -0.7174  -0.2473
O -4.6295 -3.0974 0.9852  -0.4378
H -2.8101 -3.6074 0.2646  0.0839
H -4.1460 -4.3631 -0.6047  0.4712
H -4.8807 -2.1906 -1.5280  0.4061
H -3.3010 -2.7622 -2.0150  0.3163
H -3.0678 -0.5922 -1.4981  0.1722
H -4.7902 -3.9319 1.4482  0.3222
C -0.0693 -1.3892 -3.8757  -0.2675
C -0.9838 -0.1899 -4.2236  -0.3619
O -1.8357 0.2903 -3.2056  -0.4047
O 0.8552 -1.0126 -2.8855  -0.3807
H 0.4897 -1.6453 -4.7735  0.4470
H -0.7211 -2.2193 -3.5812  0.2198
H -1.5989 -0.4591 -5.0829  0.5169
H -0.3181 0.6242 -4.5239  0.1904
H -1.2604 0.7135 -2.5458  0.0180
H 0.4155 -0.9400 -1.9950  0.2419
C 3.1340 -2.6253 -0.2942  -0.3366
C 2.1653 -3.6041 -0.9287  -0.2803
O 0.8596 -3.5876 -0.4184  -0.4591
O 2.8420 -1.2537 -0.6130  -0.5288
H 4.1515 -2.8464 -0.6142  0.5114
H 3.1102 -2.6473 0.8082  0.1414
H 2.5050 -4.6339 -1.0403  0.5066
H 2.0185 -3.2537 -1.9852  0.1381
H 0.6179 -2.6613 -0.2528  0.1473
H 1.8857 -1.0854 -0.5500  0.2875
C -1.1687 0.9300 4.6647  0.6528
C -1.9380 2.2246 4.4580  -0.7439
O -2.5602 2.2005 3.1664  -0.3763
O -2.1447 -0.1382 4.7076  -0.4747
H -0.6326 0.7626 5.6045  0.4747
H -0.4732 0.7179 3.8385  -0.4060
H -1.1507 2.9781 4.3686  0.3386
H -2.6859 2.3679 5.2310  0.3761
H -1.9365 2.5831 2.5488  0.1279
H -1.6714 -0.9689 4.8314  0.2739

Atoms 1-3, force components in eV/Å:
1.107 -2.861 -2.455
0.894 -0.401 0.034
-0.347 -0.438 -1.168

Entry 3:
Density functional theory data (wB97M-V/def2-TZVPD) for the molecule C22H22N2O3.

Computed properties:
LUMO: 0.7384 eV
ΔE to the lowest compared entry with this formula, charge and spin: 1.949 eV
HOMO energy: -8.4 eV
Kohn-Sham gap: 0.3357 Eh
SMILES string: COc1ccc(N2C(=O)C[C@@H](N3CC=C(c4ccccc4)CC3)C2=O)cc1

Last column: Mulliken charge in e.
Atoms and positions in Å:
C 7.2659 3.1495 1.0873  -0.8437
O 5.9922 2.8949 1.6298  -0.4567
C 5.0177 2.4210 0.8102  0.8683
C 5.1736 2.1613 -0.5476  -0.2523
C 4.1083 1.6830 -1.2895  -0.9722
C 2.8838 1.4492 -0.6847  0.1579
N 1.7957 0.9567 -1.4536  0.4133
C 1.9172 -0.0941 -2.3516  0.4275
O 2.9225 -0.7230 -2.5427  -0.6025
C 0.5764 -0.2811 -3.0270  -1.0955
C -0.3899 0.6251 -2.2679  -0.2681
N -1.3514 -0.1342 -1.4837  0.0185
C -2.5005 0.6531 -1.0754  -0.7321
C -3.4375 -0.1364 -0.2199  -0.8913
C -3.1420 -1.3196 0.3149  0.7842
C -4.0929 -2.0685 1.1472  0.3064
C -4.9836 -1.4074 1.9925  -0.4558
C -5.8810 -2.1147 2.7697  -0.6215
C -5.9082 -3.4984 2.7197  -0.4034
C -5.0255 -4.1681 1.8897  -0.6379
C -4.1237 -3.4621 1.1155  -0.2677
C -1.7918 -1.9328 0.0558  -1.0294
C -0.7976 -0.8467 -0.3454  -0.5601
C 0.5165 1.4784 -1.3811  0.1297
O 0.1806 2.4064 -0.6915  -0.5989
C 2.7209 1.7017 0.6730  -0.0095
C 3.7777 2.1878 1.4096  -0.8822
H 7.8712 3.5128 1.9162  0.2406
H 7.2246 3.9163 0.3072  0.3401
H 7.7188 2.2396 0.6807  0.3350
H 6.1161 2.3297 -1.0433  0.3818
H 4.2371 1.4834 -2.3414  0.3589
H 0.2715 -1.3264 -2.9992  0.3119
H 0.6740 0.0068 -4.0746  0.3773
H -0.9617 1.2736 -2.9382  0.7867
H -3.0252 0.9824 -1.9796  0.3986
H -2.1980 1.5589 -0.5188  0.2993
H -4.4022 0.3228 -0.0623  0.4447
H -4.9566 -0.3297 2.0539  0.4190
H -6.5602 -1.5846 3.4216  0.3711
H -6.6100 -4.0511 3.3267  0.3752
H -5.0393 -5.2476 1.8453  0.3803
H -3.4490 -3.9990 0.4658  0.3498
H -1.4365 -2.4541 0.9469  0.4455
H -1.8682 -2.6581 -0.7584  0.3467
H 0.1567 -1.3009 -0.6213  0.5031
H -0.6256 -0.1749 0.5122  0.2019
H 1.7679 1.5256 1.1451  0.3832
H 3.6709 2.3937 2.4624  0.4242

Atoms 1-3, force components in eV/Å:
0.196 0.040 -0.086
-0.285 -0.065 0.095
-0.208 -0.070 -0.051

Entry 4:
Density functional theory data (wB97M-V/def2-TZVPD) for the ion C4H11N2S with charge -1.

Computed properties:
LUMO: 4.0844 eV
Net charge: -1
ΔE to the lowest compared entry with this formula, charge and spin: 0.848 eV
HOMO energy: -2.5 eV
Kohn-Sham gap: 0.2438 Eh
SMILES string: NCNCCC[S-]

Last column: Mulliken charge in e.
Atoms and positions in Å:
N 0.5731 -1.9963 -0.4747  -0.6059
C -0.8698 -2.0521 -0.6639  -0.6853
N -1.5630 -0.8637 -1.0931  -0.3817
C -1.6896 0.2114 -0.1024  -0.6127
C -0.7230 1.4207 -0.2561  -0.5028
C 0.2290 1.6644 0.9157  -0.8512
S 1.9401 1.1349 0.6837  -0.6550
H 0.8596 -1.2800 0.1941  0.2362
H 0.9682 -1.6494 -1.3287  0.2979
H -1.3481 -2.4401 0.2558  0.3738
H -1.0432 -2.7957 -1.4595  0.3382
H -1.1268 -0.4765 -1.9144  0.2463
H -1.4977 -0.1404 0.9232  0.2998
H -2.7199 0.5334 -0.0383  0.3717
H -0.0445 1.2514 -1.0944  0.2537
H -1.2863 2.2833 -0.5702  0.4225
H -0.1452 1.1046 1.7523  0.2117
H 0.1123 2.7169 1.1868  0.2427

Atoms 1-3, force components in eV/Å:
-0.268 -0.057 0.397
0.181 -0.698 -0.185
-0.606 0.469 0.546